# 1
C36H86N8O16P2 | ωB97M-V/def2-TZVPD

Last column: Löwdin charge in e.
Element x y z (Å)
C 0.86 -2.90 -3.37  0.00
C -0.54 -3.46 -3.28  -0.59
O -0.67 -4.63 -3.14  0.07
N -1.48 -2.48 -3.26  0.04
C -2.86 -2.88 -3.33  -0.09
H 0.97 -1.86 -3.19  0.03
H 1.23 -3.19 -4.34  0.08
H 1.47 -3.61 -2.79  0.10
H -1.29 -1.62 -3.70  0.09
H -3.43 -2.03 -3.57  0.02
H -3.17 -3.32 -2.31  0.09
H -3.08 -3.71 -4.06  0.10
C 0.77 -0.81 -0.47  0.01
C 1.03 0.43 -1.27  -0.58
O 1.05 0.31 -2.48  0.00
N 1.39 1.52 -0.52  0.03
C 1.53 2.86 -1.15  -0.05
H 1.42 -1.63 -0.91  0.10
H -0.28 -1.14 -0.69  0.08
H 0.93 -0.79 0.57  0.04
H 1.14 1.40 0.46  0.06
H 1.67 3.62 -0.33  0.07
H 0.60 3.15 -1.73  0.08
H 2.40 2.82 -1.85  0.09
C 5.86 6.30 -1.27  -0.01
C 4.75 6.05 -0.28  -0.53
O 4.73 5.23 0.60  0.05
N 3.70 6.90 -0.60  -0.02
C 2.47 6.87 0.10  -0.08
H 5.63 7.17 -1.92  0.08
H 5.92 5.41 -1.92  0.09
H 6.80 6.45 -0.71  0.09
H 3.88 7.68 -1.18  0.10
H 2.63 7.16 1.15  0.10
H 2.08 5.87 -0.01  0.06
H 1.75 7.61 -0.28  0.09
C 3.55 2.34 3.43  0.00
C 3.86 1.52 2.30  -0.53
O 3.61 0.33 2.27  0.01
N 4.34 2.11 1.16  0.03
C 4.87 1.39 0.05  -0.06
H 4.37 2.27 4.13  0.09
H 2.71 2.06 3.98  0.03
H 3.32 3.43 3.28  0.12
H 4.54 3.10 1.24  0.09
H 5.14 0.42 0.38  0.07
H 5.80 1.93 -0.18  0.10
H 4.16 1.33 -0.76  0.07
C -5.01 0.26 -1.36  0.02
C -3.74 1.04 -1.17  -0.52
O -3.51 1.74 -0.20  0.01
N -2.80 1.07 -2.16  0.04
C -1.56 1.75 -1.99  -0.07
H -5.95 0.80 -1.30  0.08
H -5.04 -0.61 -0.68  0.09
H -5.00 -0.27 -2.34  0.07
H -3.01 0.55 -2.97  0.05
H -1.04 1.42 -1.05  0.09
H -1.67 2.80 -1.89  0.07
H -0.99 1.47 -2.88  0.07
C -1.04 4.57 1.52  0.01
C -1.66 5.47 0.51  -0.58
O -1.22 6.56 0.21  0.02
N -2.69 4.93 -0.20  0.01
C -3.48 5.75 -1.14  -0.07
H -1.51 3.61 1.42  0.05
H -1.10 5.05 2.51  0.10
H 0.01 4.50 1.14  0.09
H -3.13 4.01 -0.05  0.11
H -4.52 5.82 -0.81  0.08
H -3.48 5.35 -2.17  0.08
H -3.11 6.76 -1.22  0.07
C 4.25 -3.35 1.02  0.00
C 4.59 -3.34 2.47  -0.54
O 5.06 -4.32 3.12  -0.02
N 4.34 -2.14 3.02  0.01
C 4.65 -1.86 4.40  -0.07
H 3.22 -3.77 0.87  0.09
H 4.97 -3.98 0.54  0.07
H 4.38 -2.35 0.57  0.08
H 3.92 -1.49 2.42  0.05
H 3.71 -1.60 4.99  0.09
H 5.28 -1.00 4.41  0.07
H 5.03 -2.71 4.98  0.08
C -0.43 0.98 -5.54  -0.12
O -1.68 1.49 -5.82  -0.20
P -2.99 0.60 -5.92  0.48
O -3.19 -0.26 -4.68  -0.28
O -4.13 1.67 -6.24  -0.19
C -4.56 2.39 -5.09  -0.10
O -2.83 -0.26 -7.27  -0.20
C -3.11 -1.68 -7.22  -0.06
H 0.00 0.49 -6.42  0.09
H -0.44 0.31 -4.66  0.07
H 0.25 1.85 -5.29  0.12
H -3.66 2.58 -4.49  0.07
H -5.31 1.86 -4.51  0.09
H -4.88 3.38 -5.46  0.10
H -2.66 -2.15 -8.08  0.09
H -4.17 -1.90 -7.30  0.09
H -2.74 -2.03 -6.26  0.06
C -2.36 0.84 2.40  -0.07
O -1.41 0.78 3.43  -0.20
P 0.04 1.32 3.52  0.31
O 0.71 1.51 2.24  -0.20
O 0.00 2.72 4.24  -0.22
C -0.52 2.91 5.57  -0.06
O 0.74 0.45 4.62  -0.22
C 0.53 -0.90 5.12  -0.03
H -2.71 1.87 2.34  0.09
H -3.24 0.26 2.67  0.10
H -1.90 0.43 1.53  0.07
H -1.53 3.34 5.42  0.10
H 0.10 3.59 6.09  0.08
H -0.54 1.97 6.16  0.09
H 1.30 -1.55 4.74  0.07
H -0.51 -1.07 4.91  0.08
H 0.66 -0.86 6.23  0.11
C -2.01 -3.17 0.82  -0.03
C -2.17 -4.68 1.01  -0.52
C -1.39 -5.40 -0.10  -0.14
C 0.10 -5.56 0.15  -0.20
C 0.38 -6.13 1.49  -0.13
C -0.24 -5.25 2.66  -0.48
N -1.69 -5.20 2.33  -0.12
O -2.38 -4.67 3.39  -0.03
C -0.05 -5.99 3.93  -0.06
C 0.43 -3.81 2.77  -0.01
C -3.62 -5.09 0.88  -0.05
H -2.72 -2.79 0.02  0.09
H -1.02 -2.73 0.51  0.07
H -2.34 -2.60 1.63  0.04
H -1.91 -6.39 -0.14  0.13
H -1.61 -4.81 -1.03  0.10
H 0.52 -4.52 0.07  0.10
H 0.59 -6.18 -0.67  0.14
H 1.52 -6.00 1.69  0.15
H 0.01 -7.12 1.65  0.11
H 1.01 -6.25 4.18  0.11
H -0.45 -5.47 4.76  0.06
H -0.64 -6.91 3.88  0.10
H -0.16 -3.01 3.21  0.05
H 1.33 -3.85 3.41  0.08
H 0.73 -3.46 1.72  0.07
H -3.74 -6.14 1.21  0.09
H -3.89 -4.95 -0.17  0.08
H -4.46 -4.59 1.52  0.11
H -2.24 -3.70 3.42  0.09

The value obtained for the molecular weight is 949.07 g mol⁻¹. For the HOMO energy, the calculation gives -8.31 eV. As for the LUMO energy: 0.4 eV. The largest force on an atom is 3.86 eV/Å. As for the relative energy (zero: lowest compared OMol25 entry of this formula, charge and spin): 0.0 kcal per mole.

# 2
C23H49BClO10P2 | ωB97M-V/def2-TZVPD

Last column: Löwdin charge in e.
Element x y z (Å)
C -0.28 5.18 -4.46  0.09
C 0.55 4.39 -4.80  -0.15
C 1.48 3.38 -5.30  -0.21
C 0.91 1.95 -5.05  -0.18
C -0.12 1.59 -6.13  -0.13
C -1.19 0.61 -5.67  -0.33
O -0.68 -0.52 -5.01  -0.08
B -1.87 -1.11 -4.33  -1.11
Cl -2.28 -2.89 -4.83  0.42
O -2.98 -0.13 -4.51  -0.05
C -2.25 1.05 -4.65  -0.34
C -3.03 2.34 -4.86  -0.11
C -3.97 2.36 -6.08  -0.39
C -5.16 3.30 -5.74  -0.09
C -3.26 2.92 -7.32  -0.08
H -1.13 5.79 -4.29  0.02
H 2.46 3.48 -4.83  0.11
H 1.63 3.47 -6.38  0.11
H 1.72 1.23 -5.04  0.09
H 0.50 1.94 -4.04  0.11
H -0.54 2.49 -6.58  0.10
H 0.43 1.08 -6.93  0.12
H -1.67 0.28 -6.61  0.15
H -1.63 -1.13 -3.12  0.07
H -1.65 1.24 -3.74  0.14
H -3.63 2.50 -3.96  0.12
H -2.30 3.16 -4.89  0.10
H -4.31 1.34 -6.28  0.14
H -4.79 4.03 -5.01  0.07
H -5.98 2.78 -5.25  0.07
H -5.48 3.87 -6.61  0.06
H -3.99 3.06 -8.12  0.07
H -2.45 2.26 -7.62  0.06
H -2.88 3.92 -7.07  0.08
O 1.90 1.58 -0.65  -0.22
P 2.29 0.42 0.16  0.48
O 3.92 0.34 0.15  -0.18
C 4.72 1.52 0.15  -0.29
C 5.14 1.93 1.55  -0.08
O 1.90 -0.86 -0.71  -0.20
C 1.08 -0.75 -1.90  -0.25
C 1.94 -0.62 -3.14  -0.07
O 2.05 -0.43 1.51  -0.17
C 2.34 0.10 2.80  -0.28
C 1.66 1.43 3.07  -0.08
H 4.19 2.35 -0.34  0.11
H 5.60 1.30 -0.45  0.12
H 4.28 2.22 2.15  0.06
H 5.83 2.78 1.51  0.08
H 5.64 1.10 2.05  0.08
H 0.39 0.08 -1.81  0.10
H 0.48 -1.65 -1.96  0.11
H 2.72 0.14 -3.02  0.08
H 1.32 -0.37 -3.99  0.04
H 2.45 -1.56 -3.35  0.08
H 3.42 0.17 2.94  0.10
H 1.98 -0.64 3.52  0.11
H 1.90 2.17 2.31  0.07
H 1.96 1.82 4.04  0.08
H 0.57 1.31 3.07  0.08
O 0.11 -2.02 7.55  -0.23
P -0.22 -3.42 7.23  0.48
O -1.60 -3.44 6.39  -0.18
C -1.90 -2.42 5.43  -0.27
C -1.50 -2.82 4.02  -0.07
O -0.70 -4.05 8.65  -0.20
C -0.53 -3.33 9.87  -0.29
C -1.78 -2.53 10.20  -0.08
O 0.34 -4.86 6.80  -0.17
C 0.86 -5.09 5.48  -0.26
C 1.94 -4.10 5.10  -0.08
H -1.43 -1.47 5.70  0.11
H -2.98 -2.28 5.47  0.12
H -0.41 -2.92 3.94  0.06
H -1.82 -2.08 3.30  0.08
H -1.94 -3.78 3.75  0.08
H 0.34 -2.68 9.82  0.10
H -0.35 -4.07 10.64  0.11
H -2.13 -1.95 9.34  0.07
H -1.59 -1.85 11.03  0.07
H -2.59 -3.20 10.48  0.07
H 0.04 -5.09 4.76  0.11
H 1.28 -6.09 5.48  0.12
H 1.60 -3.07 5.19  0.06
H 2.26 -4.26 4.06  0.09
H 2.82 -4.21 5.74  0.08

As for the total charge: -1. The value obtained for the molecular weight is 593.85 g mol⁻¹. For the HOMO energy, the calculation gives -4.77 eV. As for the LUMO energy: 2.0 eV. The largest force on an atom is 5.71 eV/Å.